# 1
The molecule C10H23O3P in a non-equilibrium geometry. Source: the OMol25 dataset; level of theory: ωB97M-V/def2-TZVPD.

Each line ends with the Löwdin charge.
Cartesian coordinates (Å):
O 1.074 -2.266 -1.752  -0.377
H -3.905 0.174 -0.226  0.127
H -2.799 2.805 -1.382  0.073
H -2.878 -1.233 -1.829  0.098
H 2.601 -2.456 0.636  0.132
H -0.200 -0.428 -2.432  -0.032
O 3.950 -0.986 0.098  -0.144
O -1.201 -1.798 -0.700  -0.390
H 4.919 1.619 1.274  0.065
H -2.283 3.146 0.262  0.064
H 3.972 -0.284 2.057  0.114
C -2.568 -1.358 -0.790  -0.261
H 3.403 -2.651 -0.898  0.128
C 2.942 -1.912 -0.247  -0.195
C -2.887 -0.101 0.040  -0.321
H -0.922 1.905 1.395  0.075
H 4.330 1.308 -0.381  0.073
H 1.117 -0.837 -0.282  0.070
C -2.783 2.419 -0.370  -0.047
C 3.559 -0.040 1.079  -0.261
H 2.158 -0.451 -1.613  0.128
C 4.061 1.362 0.667  -0.055
C -1.976 1.089 -0.343  -0.371
H 0.060 1.677 -0.044  0.081
C 1.792 -1.275 -1.002  -0.260
H -2.459 0.308 2.163  0.076
H 3.272 2.101 0.757  0.064
H -2.114 -1.324 1.650  0.079
C -0.746 1.250 0.547  -0.088
H -3.162 -2.161 -0.356  0.120
H -3.759 -0.824 1.894  0.079
H -0.387 0.303 0.931  0.058
H -1.631 0.921 -1.356  0.094
P -0.447 -1.820 -2.175  0.897
H -3.786 2.289 0.019  0.071
C -2.798 -0.493 1.513  -0.060
H 2.479 0.020 1.193  0.097

The energy above the lowest of the compared OMol25 structures with the same formula, charge and spin is 75.8 kJ/mol. The structure (SMILES) is CCOCCOPOC[C@@H](C)C(C)C. The calculation puts the HOMO energy at -8.9 eV. Its lowest unoccupied orbital energy is 0.888 eV. Its frontier orbital gap is 9.74 eV.

# 2
The molecule C2H3NS in a non-equilibrium geometry. Source: the OMol25 dataset; level of theory: ωB97M-V/def2-TZVPD.

Each line ends with the Löwdin charge.
Cartesian coordinates (Å):
H -0.366 -0.069 0.751  0.069
C 1.627 -0.125 0.185  -0.816
H -0.163 -1.200 -0.547  0.154
N 2.429 -0.224 1.169  -0.099
S 3.212 0.070 -0.513  0.708
H -0.121 0.528 -0.842  0.062
C 0.238 -0.145 -0.117  -0.078

The energy above the lowest of the compared OMol25 structures with the same formula, charge and spin is 180.0 kJ/mol. The structure (SMILES) is CC1=NS1. The calculation puts the HOMO energy at -8.4 eV. Its lowest unoccupied orbital energy is 0.558 eV. Its frontier orbital gap is 8.98 eV.

# 3
A cluster of 2 separate species, CH6NO in total. Source: the OMol25 dataset; level of theory: ωB97M-V/def2-TZVPD.

Each line ends with the Löwdin charge.
Cartesian coordinates (Å):
N -0.587 -0.194 0.539  -0.098
H -0.324 1.834 -0.010  0.049
H -1.890 1.128 -0.449  0.038
H 0.127 -0.882 0.252  -0.022
H -0.381 0.713 -1.342  0.056
C -0.819 0.915 -0.369  -0.244
H -0.244 0.132 1.441  0.037
H 2.489 -1.673 -0.189  -0.203
O 1.630 -1.973 0.128  -0.613

The energy above the lowest of the compared OMol25 structures with the same formula, charge and spin is 9.0 kJ/mol. As for the net charge: -1. The calculation puts the HOMO energy at -2.5 eV. Its lowest unoccupied orbital energy is 4.508 eV. Its frontier orbital gap is 7.00 eV.

# 4
A cluster of 2 separate species, C24H15F3NO4S in total in a non-equilibrium geometry. Source: the OMol25 dataset; level of theory: ωB97M-V/def2-TZVPD.

Each line ends with the Löwdin charge.
Cartesian coordinates (Å):
C 2.691 -1.647 0.367  -0.138
H 2.362 1.522 4.007  0.123
C 1.634 -0.612 0.655  -0.324
H 2.777 -4.972 -0.253  0.095
H -0.533 1.620 0.819  0.117
C 4.904 -2.275 -0.377  -0.096
O 1.119 2.519 6.565  0.088
H -3.488 -0.319 -0.060  0.112
H 0.273 -1.580 2.099  0.102
C -2.873 -4.141 -0.165  -0.099
F -0.257 1.508 8.992  0.079
H -0.869 -3.648 0.546  0.093
H 4.329 -0.239 0.122  0.112
C -1.533 1.975 8.877  -0.798
C 2.269 -2.965 0.259  -0.032
S -1.784 2.977 7.411  1.137
C -1.338 1.107 2.771  0.011
C -1.847 -3.281 0.244  -0.043
C 0.307 -0.998 1.189  -0.073
C -2.034 -1.903 0.252  -0.136
C -0.337 1.480 1.877  -0.047
H -4.920 -4.313 -0.856  0.092
C -1.958 1.506 5.210  -0.413
N -1.106 1.833 6.289  -0.227
H 5.133 -4.367 -0.889  0.088
C -4.142 -3.645 -0.482  -0.112
H 1.236 -3.157 0.540  0.084
C 3.154 -3.955 -0.159  -0.090
H 1.749 1.820 1.586  0.093
H 5.919 -1.999 -0.656  0.092
F -1.804 2.736 10.002  0.042
H -2.363 0.862 2.483  0.128
C 4.019 -1.284 0.030  -0.022
C 0.978 1.654 2.322  -0.063
C -3.313 -1.397 -0.060  -0.037
O -0.785 -0.240 -0.752  -0.032
C 0.294 1.307 4.573  -0.095
C -4.363 -2.270 -0.344  -0.105
C -0.789 -0.998 0.243  -0.428
O 2.003 0.533 0.281  -0.020
O -3.163 1.678 5.205  0.078
C 4.462 -3.608 -0.501  -0.105
H -2.650 -5.194 -0.299  0.090
C 1.332 1.484 3.654  0.016
F -2.375 0.892 8.892  0.060
C -1.015 1.095 4.130  -0.090
C 0.256 1.933 5.933  -0.399
H -5.363 -1.881 -0.553  0.094

The energy above the lowest of the compared OMol25 structures with the same formula, charge and spin is 51.4 kJ/mol. As for the net charge: -1. The calculation puts the HOMO energy at -4.0 eV. Its lowest unoccupied orbital energy is 2.021 eV. Its frontier orbital gap is 5.98 eV.

Q: What is the formula in the fourth record?
A: C24H15F3NO4S